1.
This record from the OMol25 dataset describes a cluster of 3 separate species, C19H41ClNO in total. The level of theory is wB97M-V/def2-TZVPD.

The geometry in XYZ format:
```
63
Properties=species:S:1:pos:R:3:forces:R:3
O -0.7036 6.8585 -0.0369 6.1187 -2.2976 6.0600
C 0.2370 6.6368 0.8851 -4.0780 1.6721 -4.0927
Cl 1.3663 8.0967 1.2678 -1.4785 -2.3358 -0.3492
C 0.4740 5.2542 1.7335 0.0535 -0.2541 -0.0455
C 0.9443 3.9625 0.7837 1.8639 -0.0272 2.6403
C 2.4790 4.1250 0.1952 0.1580 0.6754 0.1952
C 2.5316 5.1161 -1.1094 0.8344 -0.8934 0.0868
C 1.4516 4.5463 -2.2037 0.6815 0.5218 -0.8172
C 0.4574 3.3654 -1.6514 -0.1543 -0.3787 -3.1146
N -0.0883 3.5864 -0.2574 -1.1750 -0.5681 -0.1707
H 1.3217 5.3755 2.5641 -1.9831 -0.0458 -2.0169
H -0.5492 4.9849 2.2784 2.1302 0.7199 -1.2617
H 0.9938 3.0430 1.5434 -0.2015 2.0733 -1.6267
H 3.1253 4.5706 1.0927 -1.4734 -1.0063 -1.9702
H 2.9641 3.0811 -0.0821 -1.2942 2.0965 0.5968
H 3.6246 5.0107 -1.5713 -2.4288 0.2963 1.0404
H 2.4075 6.2503 -0.8387 -0.0750 -2.3252 -0.4694
H 2.0859 4.0786 -3.0976 -1.6216 0.8243 1.9701
H 0.8694 5.4668 -2.6927 0.9550 -2.2361 1.2758
H -0.4873 3.3617 -2.3802 2.0253 -0.1040 1.6913
H 0.9077 2.2702 -1.7369 -0.7142 2.5183 0.4762
H -0.5407 2.6723 0.0440 0.5922 1.3908 -0.4693
H -0.8911 4.2726 -0.3393 1.2443 -0.4099 0.3369
C -0.2778 -1.3200 -1.2153 0.0685 -0.2904 -0.1065
C -0.4785 -0.9089 -2.6656 0.0014 0.1987 0.0111
C -1.6433 0.0648 -2.8625 -0.0623 -0.1972 -0.2885
C -3.0251 -0.4787 -2.4790 -0.0155 0.0092 0.2062
C -3.4519 -1.7552 -3.2079 -0.1400 0.0751 0.0570
C -3.5777 -1.5745 -4.7131 -0.0292 -0.1395 -0.1236
H -1.1474 -1.8546 -0.8225 0.1006 0.0924 0.0114
H 0.5869 -1.9857 -1.1290 -0.1262 0.1023 0.1002
H -0.0952 -0.4447 -0.5838 -0.0190 -0.0106 0.0849
H -0.6149 -1.8013 -3.2855 -0.0230 0.1264 0.0297
H 0.4405 -0.4267 -3.0207 -0.0649 -0.0821 -0.0682
H -1.6571 0.3878 -3.9094 -0.0214 0.0057 0.0804
H -1.4527 0.9700 -2.2721 0.0219 0.0636 0.0707
H -3.7695 0.3056 -2.6692 0.0598 -0.0974 -0.0029
H -3.0558 -0.6646 -1.3982 0.0125 0.0306 -0.0813
H -4.4264 -2.0700 -2.8131 0.1929 0.0341 0.0128
H -2.7557 -2.5723 -2.9928 -0.0250 0.0568 0.0436
H -4.3024 -0.7889 -4.9523 0.1002 -0.0757 -0.0062
H -3.9208 -2.5053 -5.1773 0.0532 0.1924 -0.0013
H -2.6202 -1.3097 -5.1692 -0.0766 -0.0103 -0.0252
C 0.9664 -6.6421 3.7016 0.1016 -0.1579 -0.0951
C 1.6487 -5.3193 4.0137 -0.0378 0.0499 0.1670
C 0.6635 -4.1867 4.3138 0.0743 0.1070 0.0119
C -0.2750 -3.8103 3.1609 -0.0769 -0.1744 -0.0007
C 0.4187 -3.3944 1.8613 -0.2170 0.0283 0.0216
C 1.2727 -2.1443 2.0091 0.1884 0.0298 -0.1485
H 0.3476 -6.5756 2.8023 0.0173 -0.0440 0.0862
H 1.7161 -7.4213 3.5309 -0.1611 0.0363 0.0162
H 0.3323 -6.9597 4.5356 0.0233 0.0227 -0.1124
H 2.3113 -5.0431 3.1866 -0.0270 0.0314 0.0418
H 2.2940 -5.4591 4.8897 -0.0456 0.0793 -0.1262
H 1.2305 -3.3022 4.6250 -0.0518 -0.0280 -0.0044
H 0.0508 -4.4695 5.1791 0.0665 0.0176 -0.0907
H -0.9228 -2.9901 3.4968 0.0533 -0.0588 -0.0488
H -0.9448 -4.6525 2.9473 0.0770 0.1010 0.0378
H -0.3520 -3.2011 1.1040 0.0926 -0.1014 0.0848
H 1.0313 -4.2143 1.4726 -0.0468 0.0241 0.0509
H 0.6696 -1.2989 2.3573 0.0417 -0.0456 0.0361
H 1.7131 -1.8721 1.0440 0.0093 0.0351 0.1426
H 2.0922 -2.2968 2.7164 -0.0685 0.0573 -0.0401
```
Positions in Å, forces in eV/Å.

As for the total charge: +1. Its lowest unoccupied orbital energy is -3.76 eV. As for the frontier orbital gap: 8.8 eV. Its molar mass is 335.00 g/mol.



2.
This record from the OMol25 dataset describes a cluster of 4 separate species, C19H41ClNO11P2S in total. The level of theory is wB97M-V/def2-TZVPD.

The geometry in XYZ format:
```
76
Properties=species:S:1:pos:R:3:forces:R:3
C 4.9424 -1.1670 2.7395 -0.2250 -0.1997 -0.1664
C 4.1480 -0.2073 1.8525 0.4770 0.2949 -0.1985
P 3.6150 1.3746 2.7905 1.3038 -1.7488 -0.4631
C 4.7604 2.5893 1.8107 -0.2952 0.8246 0.1085
C 4.1889 3.8777 1.3272 0.0103 0.2112 0.0273
C 4.2982 5.1370 2.1693 -0.0046 -0.7643 -0.1148
N 3.6424 3.9363 0.1864 -0.2203 -0.0220 -0.7413
P 3.0947 2.8867 4.4298 0.1428 -0.2939 0.6861
S 2.9052 2.1840 6.2801 -0.1621 0.0568 0.1260
O 2.5635 0.3198 3.7087 -0.0145 0.6796 0.0734
C 1.2149 0.5852 3.4395 0.1867 -0.9680 0.0276
C 1.2037 0.9470 1.9520 -1.0588 0.1082 0.4761
C -0.0508 1.5923 1.3242 0.2119 -0.5561 0.1781
C -1.2767 1.7084 2.2212 0.5586 0.1526 0.0453
C -1.2978 2.8362 3.2502 -0.3939 -0.0622 -0.1810
Cl -0.3756 4.2916 2.7784 -0.0206 0.1023 -0.0162
O 2.3081 1.7730 1.7716 0.2341 -0.0449 -0.1533
H 4.7139 -1.0473 3.7913 -0.0719 0.1043 0.2517
H 6.0152 -1.0796 2.6035 0.2443 0.1930 0.0634
H 4.6815 -2.1850 2.4689 0.0448 -0.3763 0.0303
H 3.3039 -0.7592 1.4597 -0.4597 0.1215 -0.0555
H 4.7736 0.0169 0.9906 0.0251 0.2623 -0.2479
H 4.7471 1.1352 3.6701 -0.4499 0.0674 0.3665
H 5.1677 2.1204 0.9279 -0.1342 -0.5390 -0.2222
H 5.6051 2.8260 2.4464 0.1827 -0.1035 0.4152
H 4.4812 5.9724 1.5106 0.2035 0.3409 -0.0952
H 3.3546 5.3055 2.6678 -0.2552 0.1016 0.3488
H 5.0837 5.0158 2.9028 0.1407 0.3259 0.2146
H 3.3111 4.8875 0.0282 -0.0706 0.0336 -0.1554
H 1.9572 3.6481 4.0820 0.3238 0.4360 -0.0041
H 4.2063 3.7526 4.4953 -0.3072 0.3729 -0.3155
H 0.7160 -0.3658 3.6335 -0.4706 -0.0376 -0.1479
H 0.7605 1.3032 4.1201 0.1726 0.5066 0.1106
H 1.2818 -0.0295 1.4721 0.6664 -0.0838 -0.4298
H -0.3288 0.9333 0.5097 -0.1958 -0.0628 -0.3432
H 0.2435 2.5221 0.8596 -0.0128 0.3867 0.0613
H -1.3643 0.7671 2.7553 -0.1846 -0.1819 0.2597
H -2.1643 1.7869 1.6108 -0.2657 0.1199 -0.3206
H -0.9741 2.5321 4.2303 0.4728 -0.0446 0.2229
H -2.3162 3.1714 3.3597 -0.3422 0.2064 0.1005
C 2.9702 0.8535 -2.4641 0.1715 0.1131 0.1698
O 2.0972 0.6592 -3.5951 -0.0636 -0.0475 -0.0530
C 0.9207 0.1296 -3.2878 0.3274 0.2210 0.0835
O 0.5716 -0.1916 -2.1788 -0.1840 -0.0541 -0.2670
O 0.1978 0.0228 -4.4096 0.0326 -0.0278 0.0455
C -1.1045 -0.5339 -4.2327 -0.1254 -0.0231 -0.0411
H 3.8856 1.2871 -2.8540 -0.0712 0.0147 -0.1329
H 2.5285 1.5387 -1.7435 -0.0211 -0.0509 0.0490
H 3.1947 -0.0980 -1.9873 -0.1017 -0.0128 0.0402
H -1.7020 0.0851 -3.5657 0.0309 -0.0464 0.0821
H -1.0412 -1.5500 -3.8467 0.0023 0.0136 0.0822
H -1.5700 -0.5541 -5.2139 0.0984 0.0527 -0.0433
C -4.7705 -5.0468 0.3324 -0.1127 -0.1404 0.0459
O -3.6178 -4.6238 -0.3939 0.0684 -0.0631 0.1198
C -3.2817 -3.3410 -0.1927 0.0231 0.1322 -0.1179
O -3.8693 -2.5705 0.5208 0.0324 -0.1132 -0.0158
O -2.2192 -3.0749 -0.9430 -0.0550 -0.0568 0.0342
C -1.7441 -1.7200 -0.8575 0.1357 0.1759 0.0133
H -4.9293 -6.0920 0.0800 0.1062 0.0059 -0.0753
H -4.6050 -4.9569 1.4041 -0.0380 0.1052 0.0029
H -5.6456 -4.4687 0.0383 0.0248 0.0773 0.0745
H -1.4296 -1.4863 0.1577 -0.1362 -0.0024 0.0510
H -2.5156 -1.0258 -1.1871 -0.0816 -0.0266 0.1267
H -0.8876 -1.6308 -1.5125 -0.0279 -0.2085 0.0118
C -7.1632 -2.3290 -6.4773 -0.1155 0.0835 -0.1251
O -6.6673 -3.4800 -5.7933 0.0197 -0.0240 0.0317
C -5.7146 -3.2143 -4.8935 0.0414 -0.0356 0.0190
O -5.2733 -2.1226 -4.6405 -0.0420 -0.0800 -0.0461
O -5.3410 -4.3616 -4.3321 -0.0409 0.0166 -0.0573
C -4.3205 -4.2245 -3.3343 0.1440 -0.0440 0.0302
H -7.9217 -2.6833 -7.1696 0.0253 -0.1271 0.0455
H -7.6138 -1.6289 -5.7762 0.0924 0.0442 0.0218
H -6.3668 -1.8395 -7.0347 0.0305 0.0539 0.0827
H -4.6724 -3.6027 -2.5169 -0.0124 0.1192 -0.0528
H -3.4166 -3.8013 -3.7674 -0.0338 0.1053 0.0287
H -4.1028 -5.2181 -2.9593 -0.1305 -0.0699 -0.0872
```
Positions in Å, forces in eV/Å.

As for the total charge: -1. Its lowest unoccupied orbital energy is 1.85 eV. As for the frontier orbital gap: 5.7 eV. Its molar mass is 589.00 g/mol.



3.
This record from the OMol25 dataset describes a cluster of 3 separate species, C19H41F3NO7 in total. The level of theory is wB97M-V/def2-TZVPD.

The geometry in XYZ format:
```
71
Properties=species:S:1:pos:R:3:forces:R:3
O 4.3679 2.4651 3.4072 -0.4222 1.8735 0.2909
C 4.2528 3.4381 2.2755 -0.1771 0.3980 0.0818
C 3.4714 4.8335 2.7110 0.1022 -0.1140 -1.4651
C 2.5763 5.2957 1.3862 0.5826 0.9500 0.2121
C 1.3352 6.2915 1.7878 -1.2456 -0.2808 -0.7922
N -0.0182 5.6225 1.8813 1.6723 -0.7289 1.3571
C -0.0886 4.6392 3.0399 -0.3853 0.5109 -1.5598
C -1.3875 3.6442 2.6920 -0.1798 1.2456 -0.6806
C -1.0252 2.5065 1.5521 0.6709 0.6736 -0.3951
F -1.9266 2.6622 0.3501 2.7192 -1.1700 3.4642
F -1.1590 1.1283 2.1110 0.3424 4.0421 -2.1596
F 0.3657 2.6207 1.0136 -4.5169 -0.9553 1.5566
H 4.0191 2.8994 4.2479 0.6621 -0.6480 -1.9599
H 3.6770 2.8468 1.4141 1.1248 1.5061 1.9385
H 5.3320 3.7255 1.8598 -2.1701 -0.7657 0.9972
H 2.8258 4.7150 3.6874 1.0773 -0.0038 -2.0601
H 4.2191 5.7176 2.9093 -1.2130 -1.8980 -0.2372
H 2.1984 4.3885 0.7510 0.4909 1.6532 1.4862
H 3.2885 5.9242 0.6635 -1.1897 -1.4013 1.5212
H 1.2485 7.0870 0.9023 0.1377 -1.5755 1.8521
H 1.5950 6.9063 2.7576 0.0619 -0.9310 -1.3111
H -0.3207 5.2280 4.0490 0.4164 -1.4979 -1.3198
H 0.8583 3.9492 3.1452 -1.6287 1.0654 0.1507
H -1.9071 3.2198 3.6519 1.1951 0.1669 -1.9710
H -2.1804 4.3713 2.1744 1.8625 -1.6341 0.9556
C -1.0457 -1.4212 2.2829 -0.1742 -0.3454 0.1475
O -1.1764 -2.8269 2.1380 0.2298 0.0186 -0.5124
C -1.5212 -3.2326 0.8140 0.4010 -0.2445 0.3849
C -0.6417 -4.3996 0.3387 -0.3165 0.1606 -0.2597
O 0.7356 -4.0873 0.1207 -0.0621 -0.0481 0.4878
C 1.5184 -3.7649 1.2779 0.1047 -0.1162 -0.0506
C 1.7238 -4.9147 2.2757 -0.3145 0.4415 -0.1930
O 0.5085 -5.2452 2.9375 0.0401 -0.5431 -0.3588
C 0.2877 -6.6406 3.0610 -0.1083 0.4928 0.0933
H -2.0336 -0.9737 2.4364 0.1710 0.0987 -0.1111
H -0.4263 -1.2258 3.1622 -0.1251 -0.0619 -0.0453
H -0.5554 -0.9635 1.4176 -0.1174 -0.1332 0.0757
H -1.4359 -2.4004 0.1021 0.0598 -0.0664 0.1174
H -2.5682 -3.5554 0.8389 -0.0282 -0.1183 -0.2667
H -1.0296 -4.7149 -0.6397 0.1647 0.2073 0.0464
H -0.7479 -5.2703 0.9853 -0.0002 0.1598 0.2370
H 1.1314 -2.8719 1.7678 -0.1338 -0.1821 0.1765
H 2.5058 -3.4861 0.8919 -0.0928 -0.1745 -0.0675
H 2.4378 -4.5986 3.0420 0.2313 0.0866 -0.1112
H 2.1478 -5.7810 1.7466 -0.1713 0.0670 0.0551
H 0.5943 -7.1807 2.1601 0.0699 -0.0158 0.0056
H -0.7843 -6.8041 3.2013 0.1076 0.0931 0.0793
H 0.8248 -7.0231 3.9300 0.0716 -0.2628 0.0364
C -2.4803 -2.9322 -5.5809 0.3309 0.0081 0.3641
O -1.4890 -2.1611 -4.9198 -0.4054 0.1223 -0.5798
C -0.7107 -1.3562 -5.8046 -0.0755 0.2575 0.5387
C -0.5710 0.0806 -5.2781 0.1561 -0.0235 -0.2465
O -1.7706 0.8571 -5.2731 0.0191 -0.4202 0.1997
C -2.7988 0.4561 -4.3577 -0.0063 0.2080 0.2133
C -2.4507 0.6062 -2.8690 0.1190 -0.2717 -0.3906
O -1.4528 -0.3290 -2.4769 0.0983 0.3776 -0.2495
C -0.4529 0.2230 -1.6362 -0.0109 -0.2290 0.0030
H -2.0312 -3.8513 -5.9723 -0.1614 -0.0300 -0.1550
H -3.2499 -3.1954 -4.8506 0.1537 -0.0111 0.0053
H -2.9616 -2.3740 -6.3904 0.0572 -0.0060 -0.0310
H -1.1434 -1.3324 -6.8139 -0.0651 -0.0135 0.1463
H 0.2819 -1.8162 -5.8687 0.1156 0.1960 -0.1287
H 0.1153 0.6051 -5.9571 -0.2427 -0.0494 -0.0299
H -0.0856 0.1042 -4.3027 -0.1622 -0.2470 0.0630
H -3.1494 -0.5493 -4.5891 0.1687 -0.1139 0.1767
H -3.6463 1.1198 -4.5642 0.2030 0.0970 0.0176
H -3.3439 0.4009 -2.2714 -0.2131 0.1857 -0.0714
H -2.1368 1.6423 -2.6739 0.0346 -0.2141 -0.0121
H -0.1747 1.2344 -1.9476 -0.0810 0.0253 0.1109
H 0.4379 -0.4069 -1.7086 -0.1489 -0.0685 0.0258
H -0.8031 0.2304 -0.6031 0.1193 0.2255 0.1110
```
Positions in Å, forces in eV/Å.

As for the total charge: -1. Its lowest unoccupied orbital energy is 2.43 eV. As for the frontier orbital gap: 4.6 eV. Its molar mass is 452.53 g/mol.



E_tot in Ha, matching the order above: -1338.36022; -3172.07574; -1629.25987